The following is a quantum chemistry calculation of an isolated molecule of C5H7N at a distorted geometry, from the Open Molecules 2025 dataset.

XYZ file:
```
13
Properties=species:S:1:pos:R:3
C 2.6092 -0.3245 0.0365
C 1.6710 0.3798 -0.2400
C 0.5686 1.3067 -0.5912
N -0.5093 1.0109 0.3236
C -1.2457 0.0940 -0.1412
C -1.5770 -1.0375 0.7577
H 3.4887 -0.8883 0.2655
H 0.8912 2.3206 -0.4050
H 0.3212 1.1500 -1.6556
H -1.4116 -0.0234 -1.2267
H -0.9395 -0.9256 1.6396
H -2.6239 -1.1298 1.0221
H -1.2429 -1.9329 0.2147
```

## Properties
* energy: -249.348625 a.u.
* net charge: 0
* SMILES: C#CC/N=C/C
* orbital gap: 0.3842 Ha
* molar mass: 81.12 g mol⁻¹
* energy relative to the best compared isomer or geometry (same formula, charge and spin): 327.17 kJ/mol